The following is a quantum chemistry calculation of a structure of composition C52H44AsCdClN8O12, from the Open Molecules 2025 dataset.

Structure (XYZ):
```
119
Properties=species:S:1:pos:R:3
Cd 0.7155 1.3256 0.6430
C -12.0026 -4.7794 2.2421
O -11.4147 -4.3618 1.0301
C -10.1780 -3.7868 1.1042
C -9.6351 -3.3513 -0.1047
C -8.3933 -2.7576 -0.1325
C -7.6560 -2.5823 1.0440
C -8.2080 -3.0225 2.2372
C -9.4625 -3.6235 2.2804
C -6.3401 -1.9391 0.9648
N -5.7857 -1.5109 -0.1430
C -4.5750 -0.9790 0.2424
C -4.4046 -1.0953 1.5981
N -5.5451 -1.7139 2.0566
C -3.2550 -0.6187 2.3013
C -3.0837 -0.6608 3.6885
C -1.9522 -0.1107 4.2338
C -0.9952 0.4486 3.3809
N -1.1338 0.4693 2.0713
C -2.2457 -0.0300 1.5213
C -2.4098 0.1120 0.0715
N -1.4209 0.7173 -0.5974
C -1.5414 0.8976 -1.8978
C -2.6658 0.4728 -2.6156
C -3.6839 -0.1604 -1.9493
C -3.5693 -0.3501 -0.5684
H -12.9785 -5.1824 1.9837
H -12.1283 -3.9410 2.9335
H -11.4073 -5.5588 2.7273
H -10.2095 -3.4884 -1.0113
H -7.9639 -2.4138 -1.0633
H -7.6711 -2.9086 3.1711
H -9.8571 -3.9528 3.2308
H -5.7587 -1.9346 3.0104
H -3.8414 -1.1067 4.3238
H -1.7824 -0.1049 5.3013
H -0.0874 0.8905 3.7686
H -0.7075 1.3965 -2.3755
H -2.7123 0.6480 -3.6817
H -4.5726 -0.5104 -2.4590
O 0.5699 4.4558 -2.6208
C 0.2138 3.8315 -1.6136
O 0.6337 2.6836 -1.2732
C -0.8893 4.4652 -0.7564
C -1.5043 5.5706 -1.2796
C -2.6008 6.1792 -0.6505
C -3.1488 5.6313 0.4936
C -2.5604 4.5055 1.0241
C -1.3184 3.9352 0.5291
O -0.6763 3.1113 1.2170
N -3.2410 3.9152 2.1665
O -3.1323 2.7183 2.3644
O -3.9374 4.6439 2.8687
N -3.2081 7.3533 -1.2208
O -2.7314 7.8217 -2.2469
O -4.1815 7.8482 -0.6566
H -1.1210 5.9542 -2.2142
H -4.0277 6.0554 0.9511
N 0.1018 -2.0452 0.3957
C -0.0037 -1.8798 -0.7580
H 0.5935 -1.8567 1.2684
O 4.8314 1.8222 1.1214
Cl 2.5373 0.2985 2.9745
O 1.6119 -0.6813 2.3263
O 2.6099 -0.0420 4.3987
O 1.8218 1.6175 2.8508
C 3.6819 -5.5373 2.6485
C 3.7079 -4.3936 1.6712
C 4.4697 -3.2619 1.9038
C 4.4579 -2.1691 1.0401
C 5.4589 -1.0841 1.3041
C 3.6140 -2.1651 -0.0786
As 2.9916 -0.5779 -1.1620
N 2.8382 0.8997 -0.1022
C 3.7533 1.9340 0.1345
C 3.1684 3.2975 0.2315
C 3.8770 4.4147 0.0190
C 5.2363 4.3700 -0.4786
C 5.8514 3.1966 -0.6790
C 5.2144 1.9470 -0.2473
C 4.5212 -0.1919 -2.3787
C 4.3628 0.9641 -3.1700
C 3.1287 1.8246 -3.1795
C 5.3968 1.3707 -4.0150
C 6.5744 0.6567 -4.1362
C 7.6896 1.1252 -5.0320
C 6.6783 -0.5294 -3.4236
C 5.6747 -0.9735 -2.5678
C 5.9168 -2.2987 -1.8850
C 2.9444 -3.3662 -0.3885
C 2.2584 -3.6081 -1.7132
C 2.9870 -4.4455 0.4878
H 4.4556 -5.4213 3.4085
H 3.8362 -6.4953 2.1464
H 2.7198 -5.5895 3.1638
H 5.1072 -3.2202 2.7827
H 6.4072 -1.5390 1.6044
H 5.1490 -0.3970 2.0865
H 5.6358 -0.4885 0.4153
H 2.1203 3.3991 0.4639
H 3.3892 5.3768 0.1173
H 5.7093 5.2978 -0.7815
H 6.7977 3.1404 -1.2063
H 5.6430 1.0386 -0.6538
H 2.2193 1.3172 -2.8679
H 2.9683 2.2196 -4.1842
H 3.2200 2.6822 -2.5111
H 5.2591 2.2803 -4.5920
H 7.4391 2.0791 -5.4970
H 7.8923 0.4053 -5.8290
H 8.6179 1.2585 -4.4713
H 7.5716 -1.1386 -3.5353
H 6.7519 -2.8055 -2.3717
H 5.0495 -2.9547 -1.9354
H 6.1589 -2.1825 -0.8274
H 2.1148 -2.7012 -2.2961
H 1.2789 -4.0679 -1.5766
H 2.8692 -4.2965 -2.3063
H 2.4418 -5.3500 0.2286
```

Calculated values
Lowest unoccupied orbital energy: 0.102 Eh
DFT total energy: -6212.334671 Ha
ΔE to the lowest compared entry with this formula, charge and spin: 28.4 kcal per mole
Total charge: -2
E_HOMO: -0.100 Eh

These are the Mulliken partial charges, in e, on atoms 1 to 5: 3.871, -0.833, -0.476, 1.061, -0.582